(1)
{
  "formula": "C34H34BHfN7O5S3",
  "method": "ωB97M-V with the def2-TZVPD basis set",
  "homo_energy_ha": -0.31069,
  "homo_lumo_gap_ev": 7.0494,
  "species": ["Hf", "S", "S", "S", "O", "O", "O", "O", "O", "N", "N", "N", "N", "N", "N", "N", "C", "C", "C", "C", "C", "C", "C", "C", "C", "C", "C", "C", "C", "C", "C", "C", "C", "C", "C", "C", "C", "C", "C", "C", "C", "C", "C", "C", "C", "C", "C", "C", "C", "C", "B", "H", "H", "H", "H", "H", "H", "H", "H", "H", "H", "H", "H", "H", "H", "H", "H", "H", "H", "H", "H", "H", "H", "H", "H", "H", "H", "H", "H", "H", "H", "H", "H", "H", "H"],
  "positions_angstrom": [[-0.015, 0.584, -1.265], [2.478, -0.349, -0.093], [-3.351, 3.097, 0.776], [-5.190, -1.988, 1.225], [-6.606, -2.125, 0.935], [3.018, -0.428, 1.232], [-4.728, -3.083, 2.026], [-4.732, -0.649, 1.676], [1.873, 1.074, -0.357], [0.577, -2.656, 1.378], [1.303, 0.355, -3.060], [-0.599, -0.753, 0.510], [-1.112, 2.122, 0.074], [-0.842, -1.204, -2.509], [1.303, -1.335, -0.532], [7.117, -1.647, -3.402], [5.947, -0.091, -2.072], [0.512, -0.019, 5.185], [-3.256, -0.897, -2.120], [-2.279, 2.530, -0.378], [6.008, -1.405, -2.630], [-3.829, 2.635, -3.767], [-1.305, 2.572, 4.188], [-2.374, 2.953, 3.391], [-0.152, 1.855, 3.709], [-2.211, 2.714, 2.049], [0.403, -1.661, 0.535], [-2.048, -2.805, -1.218], [-1.541, -2.060, 2.238], [3.818, -1.924, -1.857], [0.929, 1.436, 4.686], [4.967, -2.319, -2.531], [-2.798, 2.208, -4.542], [4.863, 0.198, -1.270], [1.875, -0.137, -3.922], [-0.447, -2.901, 2.208], [-2.419, 2.420, -1.822], [-3.109, -3.010, -0.351], [-1.617, -1.028, 1.295], [-4.322, -1.116, -1.206], [-3.597, 2.810, -2.397], [-1.561, 1.883, -3.921], [-4.202, -2.139, -0.259], [-2.089, -1.655, -1.999], [-1.038, 2.166, 1.479], [-1.360, 1.899, -2.580], [2.244, 1.459, 3.958], [3.803, -0.684, -1.172], [-0.026, 1.749, 2.299], [1.036, 2.275, 5.926], [2.362, -0.894, -5.237], [7.150, -2.507, -3.865], [1.805, 1.870, 6.600], [-0.722, 1.504, -4.544], [-2.424, -2.323, 2.821], [-1.088, -3.315, -1.270], [2.400, 0.569, 3.439], [5.019, -3.319, -2.962], [1.232, -0.438, 5.883], [-2.550, -0.461, 1.181], [-1.428, 2.753, 5.257], [-3.086, -3.796, 0.381], [-0.430, 0.137, 5.712], [3.417, -1.405, -4.893], [-4.754, 2.898, -4.146], [0.368, -0.680, 4.363], [2.303, 2.273, 3.179], [1.341, 3.323, 5.796], [2.238, -0.129, -6.207], [7.993, -1.122, -3.194], [-5.185, -0.483, -1.256], [1.554, -1.818, -5.206], [0.880, 1.364, 1.815], [0.049, 2.314, 6.470], [-0.832, -0.974, -3.504], [-3.377, -0.059, -2.891], [6.825, 0.519, -2.153], [-0.148, -1.962, -2.460], [2.940, -2.520, -1.896], [4.792, 1.142, -0.788], [-2.956, 2.034, -5.638], [-3.305, 3.368, 3.797], [-0.397, -3.663, 2.940], [-4.395, 3.278, -1.878], [3.093, 1.598, 4.608]],
  "mulliken_charge": [1.356, 1.389, -0.421, 1.315, -0.727, -0.594, -0.727, -0.576, -0.981, -0.575, -0.516, 1.524, -0.513, -0.262, 0.245, -0.489, -1.163, -1.479, -0.210, 0.373, 1.278, -0.906, -0.279, -1.379, -0.033, 1.306, -0.342, -0.864, -0.724, -0.138, 2.318, -1.168, -0.710, -0.535, -0.012, -1.063, 1.288, -0.014, -0.208, -0.862, -1.040, 0.124, -0.352, 0.099, -1.096, 0.045, -2.066, -0.179, 0.426, -1.689, 0.257, 0.190, 0.436, 0.422, 0.412, 0.431, 0.485, 0.287, 0.464, 0.460, 0.165, 0.569, 0.422, -0.139, 0.533, 0.146, 0.312, 0.380, -0.129, 0.213, 0.492, -0.119, 0.113, 0.366, 0.433, 0.350, 0.320, 0.368, 0.420, 0.556, 0.332, 0.418, 0.545, 0.453, 0.444]
}



(2)
{
  "formula": "C34H34IN7OSr",
  "method": "ωB97M-V with the def2-TZVPD basis set",
  "homo_energy_ha": -0.24148,
  "homo_lumo_gap_ev": 6.5668,
  "species": ["I", "Sr", "O", "N", "N", "N", "N", "N", "N", "N", "C", "C", "C", "C", "C", "C", "C", "C", "C", "C", "C", "C", "C", "C", "C", "C", "C", "C", "C", "C", "C", "C", "C", "C", "C", "C", "C", "C", "C", "C", "C", "C", "C", "C", "H", "H", "H", "H", "H", "H", "H", "H", "H", "H", "H", "H", "H", "H", "H", "H", "H", "H", "H", "H", "H", "H", "H", "H", "H", "H", "H", "H", "H", "H", "H", "H", "H", "H"],
  "positions_angstrom": [[-2.086, 2.088, -2.586], [-0.545, -0.245, -1.119], [-0.426, -0.355, 1.129], [-1.040, 1.742, 1.826], [-2.725, -0.628, -0.440], [-0.976, -0.990, -3.914], [1.136, 2.316, -1.582], [0.879, -1.680, -1.734], [2.375, 0.059, 0.576], [-0.666, 2.177, 0.524], [0.756, -1.635, -5.413], [-0.984, -1.806, 5.028], [-3.239, -1.977, 1.936], [2.477, -0.603, 2.872], [-2.012, 0.278, 5.623], [2.344, -1.222, 0.230], [-1.614, -1.006, 5.970], [-1.034, 3.570, 0.344], [2.484, -1.939, 2.506], [1.016, 3.627, 1.902], [0.177, -1.610, -4.149], [-3.500, -0.086, 0.504], [-1.764, 0.771, 4.351], [1.947, 2.357, -2.636], [-1.127, -0.024, 3.401], [1.317, 3.216, -0.611], [2.256, -1.531, -1.249], [-2.218, -1.825, -0.208], [2.995, 3.249, -2.775], [2.439, 0.351, 1.874], [3.182, 4.188, -1.772], [-1.175, -0.486, -6.231], [-0.758, -1.319, 3.749], [0.398, 3.222, 0.569], [-0.850, 0.475, 2.014], [0.793, -2.390, -3.008], [-1.646, -0.449, -4.928], [-3.806, -0.734, 1.682], [2.430, -2.256, 1.163], [-1.348, -2.405, -1.247], [0.065, -1.061, -6.467], [2.326, 4.180, -0.688], [0.067, -2.335, -0.752], [-2.412, -2.524, 0.980], [0.178, -3.285, -2.885], [-1.433, -1.863, -2.174], [0.729, 4.642, 2.177], [-1.368, 3.844, -0.645], [-0.678, -2.814, 5.281], [2.421, 4.930, 0.085], [2.524, -2.723, 3.252], [-2.063, 1.770, 4.062], [-1.642, -3.433, -1.454], [-3.418, -2.489, 2.872], [3.641, 3.226, -3.642], [0.646, 2.954, 2.674], [1.722, -2.098, -5.566], [2.479, -0.311, 3.914], [1.720, 1.651, -3.430], [-1.891, -3.463, 1.128], [2.451, -3.286, 0.831], [-1.557, 4.008, 1.187], [-1.793, -1.381, 6.970], [-2.574, 0.043, -4.665], [0.091, -1.763, 0.156], [-4.456, -0.270, 2.411], [-0.300, -1.939, 2.995], [0.489, -1.070, -7.463], [-2.523, 0.898, 6.349], [0.431, -3.336, -0.494], [-3.869, 0.906, 0.269], [2.749, -0.732, -1.807], [-1.756, -0.047, -7.029], [1.774, -2.751, -3.329], [2.822, -2.461, -1.408], [2.104, 3.572, 1.867], [3.976, 4.921, -1.846], [2.471, 1.406, 2.110]],
  "mulliken_charge": [-0.478, 2.003, 0.373, -0.957, -0.161, 0.133, 0.608, 0.516, -0.138, 1.017, -0.925, -1.130, -0.408, -0.359, -0.786, 0.854, -0.592, -1.180, -0.533, -2.260, 1.131, -0.652, -0.541, -0.283, 0.724, 0.064, -1.504, 0.564, -1.050, -0.260, -0.483, -0.945, 0.516, 1.590, -1.054, -1.684, -0.300, -0.498, -0.624, -1.555, -0.387, -1.007, -1.510, -1.135, 0.313, 1.503, 0.431, 0.103, 0.438, 0.456, 0.417, 0.489, 0.523, 0.456, 0.406, 0.392, 0.415, 0.383, 0.458, 0.394, 0.415, 0.329, 0.413, 0.540, 0.768, 0.420, 0.238, 0.427, 0.436, 0.309, 0.420, 0.311, 0.398, 0.392, 0.614, 0.527, 0.412, 0.341]
}



(3)
{
  "formula": "C34H34N3O3PSTi",
  "method": "ωB97M-V with the def2-TZVPD basis set",
  "spin_multiplicity": 3,
  "homo_energy_ha": [-0.23197, -0.24388],
  "homo_lumo_gap_ev": [6.4630, 6.7400],
  "species": ["Ti", "S", "P", "O", "O", "O", "N", "N", "N", "C", "C", "C", "C", "C", "C", "C", "C", "C", "C", "C", "C", "C", "C", "C", "C", "C", "C", "C", "C", "C", "C", "C", "C", "C", "C", "C", "C", "C", "C", "C", "C", "C", "C", "H", "H", "H", "H", "H", "H", "H", "H", "H", "H", "H", "H", "H", "H", "H", "H", "H", "H", "H", "H", "H", "H", "H", "H", "H", "H", "H", "H", "H", "H", "H", "H", "H", "H"],
  "positions_angstrom": [[0.164, 0.505, 1.166], [1.596, 2.802, 0.781], [-0.100, 0.804, -1.495], [0.175, 2.825, 1.056], [2.112, 1.492, 1.251], [2.388, 3.866, 1.260], [1.861, -1.382, 1.022], [-1.974, 0.606, 1.790], [0.056, -0.806, 2.793], [1.743, 2.836, -1.010], [1.481, -1.405, 4.726], [1.123, -0.879, -3.588], [2.788, -1.640, 5.115], [0.663, -3.271, -3.603], [-1.391, -2.547, 3.753], [-3.549, -1.096, 2.796], [-1.865, 1.850, 2.615], [1.066, 2.068, -1.968], [1.347, -2.154, -4.082], [1.113, 2.476, -3.297], [-0.217, -3.111, -2.539], [-1.584, 1.371, -2.468], [2.271, -1.467, 2.397], [2.985, -1.004, 0.085], [-0.419, -1.851, -1.995], [1.232, -1.262, 3.339], [1.239, -2.628, 0.607], [-1.128, -1.349, 3.062], [0.228, -0.747, -2.514], [2.738, 4.156, -2.766], [-3.448, 2.467, -4.137], [-2.116, 2.592, -2.104], [-3.043, 1.183, -4.374], [-2.943, 0.640, 0.658], [3.556, -1.784, 2.859], [-2.256, -0.616, 2.549], [1.907, 3.554, -3.677], [3.812, -1.831, 4.216], [-3.065, 3.168, -2.984], [2.635, 3.790, -1.430], [-2.106, 0.636, -3.522], [-2.688, -3.126, 3.782], [-3.737, -2.359, 3.369], [3.051, -1.665, 6.174], [0.315, -2.753, 1.132], [-4.792, -2.659, 3.513], [-1.749, 2.706, 1.980], [4.842, -2.041, 4.555], [1.015, -2.645, -0.450], [1.846, 3.857, -4.717], [-4.414, -0.501, 2.512], [4.350, -2.013, 2.140], [-2.780, -0.285, 0.092], [-1.785, -0.394, -3.709], [-0.959, 1.750, 3.228], [-3.540, 4.168, -2.728], [-1.801, 3.121, -1.187], [3.409, 4.944, -3.100], [0.549, 1.996, -4.068], [-2.765, 1.999, 3.230], [3.694, -1.814, -0.087], [-2.735, 1.455, -0.004], [0.824, -4.259, -4.071], [2.063, -2.362, -4.887], [3.472, -0.068, 0.271], [1.876, -3.472, 0.772], [-0.780, -3.946, -2.096], [1.717, -0.040, -4.023], [0.665, -1.373, 5.428], [-3.384, 0.617, -5.217], [3.228, 4.401, -0.755], [-2.899, -4.042, 4.342], [-4.012, 0.688, 0.942], [-0.571, -3.126, 4.148], [2.507, -0.878, -0.894], [-4.059, 2.976, -4.840], [-1.046, -1.710, -1.118]],
  "mulliken_charge": [0.410, 1.794, 2.404, -0.712, -0.829, -0.771, 1.497, 1.503, 0.641, -0.455, -0.512, -0.670, -0.578, -0.678, -0.779, -0.509, -1.258, 0.383, -0.462, -0.921, -0.181, 0.516, 0.373, -1.171, -0.978, -0.410, -1.310, 0.247, 0.318, -0.736, -0.682, -0.205, -0.699, -1.065, -0.622, -0.149, -0.824, -0.767, -0.737, -0.640, -0.394, -0.944, -0.663, 0.371, 0.175, 0.320, 0.412, 0.366, 0.310, 0.412, 0.347, 0.362, 0.469, 0.253, 0.343, 0.317, 0.370, 0.401, 0.571, 0.300, 0.447, -0.119, 0.342, 0.370, 0.379, 0.404, 0.395, 0.348, 0.577, 0.487, 0.532, 0.353, 0.227, 0.437, 0.078, 0.419, 0.445]
}



In the order shown, the computed molecular weight values come out to 906.19 771.22 643.57 g/mol.
In the order shown, the computed relative energy (zero: lowest compared OMol25 entry of this formula, charge and spin) values come out to 0.00 126.16 11.55 kcal/mol.
In the order shown, the computed energy values come out to -3343.036509 -2102.912458 -3295.028450 a.u..